Entry 1:
# C3H3O2

A 2-piece molecular cluster, C3H3O2 overall at a distorted geometry (ωB97M-V/def2-TZVPD, the Open Molecules 2025 dataset).

Each line ends with the Löwdin charge.
Atoms and positions in Å:
C1 0.609 0.184 0.494  0.02
C2 -1.085 -1.161 -0.431  0.15
C3 1.654 -0.575 0.195  -0.17
O1 -1.733 -1.610 0.377  0.29
O2 2.483 -1.286 -0.108  0.32
H1 0.288 0.237 1.525  0.12
H2 -0.856 -0.996 -1.472  0.16
H3 0.422 1.072 -0.092  0.11

Summary:
HOMO, eV: -15.56
Relative energy (zero: lowest compared OMol25 entry of this formula, charge and spin), eV: 1.515
Total charge: +1
Energy, eV: -7244.13036

=====

Entry 2:
# C4H5F2NOS

A 2-piece molecular cluster, C4H5F2NOS overall at a distorted geometry (ωB97M-V/def2-TZVPD, the Open Molecules 2025 dataset).

Each line ends with the Löwdin charge.
Atoms and positions in Å:
C1 -0.638 0.195 1.533  -0.09
C2 0.611 -0.273 1.476  -0.33
C3 -0.823 1.331 0.602  -0.27
C4 0.322 -0.940 -1.741  -0.67
N1 0.440 1.578 0.014  -0.28
O1 -0.252 0.132 -1.746  -0.02
F1 0.721 -1.532 -2.987  -0.02
F2 -0.310 -2.051 -1.142  -0.01
S1 1.623 0.614 0.403  1.11
H1 -1.456 -0.229 2.119  0.13
H2 0.961 -1.218 1.709  0.06
H3 -1.587 1.016 -0.259  0.19
H4 -1.063 2.183 1.146  0.11
H5 1.452 -0.807 -1.127  0.10

Summary:
HOMO (spin up / spin down), eV: -9.70 / -9.70
Energy, eV: -24032.69347

=====

Entry 3:
# C3H9NO3

A 2-piece molecular cluster, C3H9NO3 overall at a distorted geometry (ωB97M-V/def2-TZVPD, the Open Molecules 2025 dataset).

Each line ends with the Löwdin charge.
Atoms and positions in Å:
C1 -0.647 2.640 0.646  -0.11
C2 -0.392 1.483 -0.297  -0.25
N1 -0.671 0.271 0.515  0.06
C3 0.174 -0.779 0.452  -0.59
O1 1.082 -0.997 -0.307  0.07
O2 -0.278 -1.953 1.040  0.05
H1 -1.691 2.666 0.826  0.06
H2 -0.042 2.499 1.524  0.07
H3 -0.119 3.463 -0.005  0.12
H4 -0.915 1.272 -1.374  0.17
H5 0.747 1.630 -0.471  0.13
H6 -0.946 0.408 1.439  0.11
H7 -0.187 -2.516 0.205  0.13
O3 1.583 -3.633 -1.258  -0.12
H8 0.824 -3.784 -1.919  0.07
H9 1.477 -2.672 -1.016  0.00

Summary:
Structure (SMILES): CCNC(=O)O.O
HOMO, eV: -10.48
Relative energy (zero: lowest compared OMol25 entry of this formula, charge and spin), eV: 2.085
Energy, eV: -10888.49617

=====

Entry 4:
# C26H30N4OP2PtS

C26H30N4OP2PtS as an isolated structure (ωB97M-V/def2-TZVPD, the Open Molecules 2025 dataset).

Each line ends with the Löwdin charge.
Atoms and positions in Å:
Pt1 0.534 0.029 -0.459  1.23
O1 2.500 0.904 -0.771  -0.17
C1 2.587 1.787 -1.909  -0.09
C2 1.192 2.196 -2.303  -0.25
C3 1.034 3.199 -3.244  0.05
C4 -0.236 3.600 -3.628  0.05
C5 -1.337 2.979 -3.048  0.03
C6 -1.127 1.988 -2.117  -0.10
N1 0.111 1.588 -1.750  -0.10
H1 3.354 0.525 -0.518  0.15
H2 3.085 1.280 -2.738  0.16
H3 3.172 2.667 -1.636  0.16
H4 1.914 3.670 -3.666  0.16
H5 -0.365 4.386 -4.362  0.15
H6 -2.348 3.262 -3.309  0.14
H7 -1.960 1.504 -1.629  0.09
N2 1.990 -3.780 0.062  0.24
C7 2.071 -3.564 1.431  -0.15
C8 2.483 -4.419 2.449  0.05
C9 2.497 -3.892 3.720  0.00
C10 2.139 -2.554 3.952  -0.01
C11 1.739 -1.715 2.930  -0.02
C12 1.681 -2.240 1.643  -0.20
N3 1.361 -1.682 0.377  -0.03
C13 1.576 -2.665 -0.520  -0.26
C14 1.358 -2.439 -1.933  -0.30
C15 1.564 -3.196 -3.044  -0.23
S1 1.110 -2.316 -4.434  1.24
C16 0.675 -0.992 -3.485  -0.40
N4 0.858 -1.186 -2.193  -0.14
H8 2.240 -4.639 -0.412  0.20
H9 2.789 -5.438 2.253  0.14
H10 2.808 -4.508 4.553  0.14
H11 2.197 -2.171 4.962  0.13
H12 1.522 -0.686 3.136  0.06
H13 1.953 -4.201 -3.128  0.12
H14 0.282 -0.081 -3.912  0.10
C17 0.474 1.371 2.945  -0.19
P1 -0.041 1.609 1.244  0.86
C18 0.597 3.245 0.826  -0.17
C19 -1.838 1.643 1.198  -0.38
C20 -2.547 2.677 1.798  -0.02
C21 -3.940 2.661 1.777  0.02
C22 -4.622 1.624 1.158  0.02
C23 -3.922 0.581 0.558  -0.03
C24 -2.531 0.589 0.581  -0.40
P2 -1.587 -0.798 -0.035  0.84
C25 -2.330 -1.487 -1.518  -0.17
C26 -1.570 -2.097 1.202  -0.16
H15 0.160 2.265 3.493  0.09
H16 1.558 1.287 3.026  0.08
H17 -0.031 0.518 3.392  0.07
H18 0.216 3.931 1.587  0.08
H19 0.264 3.603 -0.144  0.06
H20 1.686 3.253 0.894  0.08
H21 -2.040 3.499 2.288  0.13
H22 -4.492 3.465 2.247  0.14
H23 -5.705 1.622 1.142  0.14
H24 -4.476 -0.224 0.088  0.13
H25 -3.330 -1.846 -1.255  0.09
H26 -1.751 -2.345 -1.862  0.07
H27 -2.422 -0.754 -2.319  0.07
H28 -2.616 -2.317 1.436  0.10
H29 -1.071 -1.772 2.115  0.06
H30 -1.094 -3.002 0.822  0.07

Summary:
HOMO, eV: -19.57
Relative energy (zero: lowest compared OMol25 entry of this formula, charge and spin), eV: 0.019
Total charge: +4
Energy, eV: -68080.17608

=====

Entry 5:
# H19HfO11

H19HfO11 as an isolated structure at a distorted geometry (ωB97M-V/def2-TZVPD, the Open Molecules 2025 dataset).

Each line ends with the Löwdin charge.
Atoms and positions in Å:
Hf1 0.390 -1.019 1.550  1.55
O1 1.329 0.576 2.134  -0.36
H1 1.909 1.023 2.779  0.05
O2 -0.223 -2.849 1.330  -0.33
H2 -0.214 -3.792 1.198  0.03
O3 -0.328 -0.336 -0.076  -0.34
H3 0.144 0.271 -0.673  0.01
O4 -1.299 -0.617 2.683  -0.07
H4 -1.142 0.038 3.395  0.12
H5 -1.987 -1.298 2.858  0.15
O5 1.862 -0.779 -2.335  -0.06
H6 1.217 -0.080 -2.636  0.08
H7 1.638 -1.600 -2.762  0.04
O6 -1.122 2.636 -0.996  -0.03
H8 -0.251 2.240 -1.204  0.01
H9 -0.994 3.575 -0.899  0.07
O7 -1.230 1.913 1.520  -0.04
H10 -0.578 2.470 1.856  0.00
H11 -1.250 2.055 0.588  -0.04
O8 1.389 1.797 -0.871  -0.05
H12 2.202 1.361 -0.676  0.05
H13 1.454 2.769 -0.702  0.11
O9 2.216 -1.562 0.607  -0.06
H14 2.324 -1.989 -0.213  0.07
H15 3.093 -1.158 0.805  0.14
O10 -3.035 -0.002 -0.828  -0.04
H16 -2.078 0.070 -0.694  -0.03
H17 -3.155 0.172 -1.746  0.02
O11 -0.497 -2.201 -2.168  -0.05
H18 -0.342 -1.382 -1.679  -0.03
H19 -1.433 -2.290 -2.152  0.03

Summary:
HOMO, eV: -13.37
Relative energy (zero: lowest compared OMol25 entry of this formula, charge and spin), eV: 0.132
Total charge: +1
Energy, eV: -24135.95800

=====

Entry 6:
# C4H10N2O3

C4H10N2O3 as an isolated structure at a distorted geometry (ωB97M-V/def2-TZVPD, the Open Molecules 2025 dataset).

Each line ends with the Löwdin charge.
Atoms and positions in Å:
O1 -1.056 2.080 0.392  -0.11
H1 -0.508 1.734 1.132  -0.18
H2 -0.765 1.565 -0.394  -0.02
O2 -1.850 0.877 -1.761  0.02
O3 0.283 1.662 2.025  0.05
C1 -1.886 -0.339 -1.821  -0.33
C2 1.372 1.108 1.820  -0.24
N1 -0.821 -1.151 -1.544  0.00
N2 1.454 -0.076 1.214  0.02
C3 0.470 -0.726 -0.972  -0.14
C4 0.457 -0.888 0.586  -0.15
H3 -2.806 -0.914 -2.088  0.14
H4 2.307 1.374 2.371  0.15
H5 -1.018 -2.155 -1.536  0.13
H6 2.367 -0.483 1.430  0.15
H7 0.766 0.265 -1.368  0.14
H8 1.141 -1.482 -1.421  0.12
H9 -0.524 -0.537 0.962  0.14
H10 0.617 -1.913 0.972  0.13

Summary:
HOMO, eV: -8.72
Relative energy (zero: lowest compared OMol25 entry of this formula, charge and spin), eV: 2.421
Energy, eV: -13431.43506